[1]
Entry from the OMol25 dataset: a single C2H2O3 molecule at a distorted geometry (wB97M-V/def2-TZVPD).

```
7
Properties=species:S:1:pos:R:3:forces:R:3
C -0.37836 -0.99864 -0.42495 2.67 2.19 0.51
C 0.01315 0.56667 -0.20105 0.26 -4.52 -0.01
O 0.02395 -2.12790 -0.49188 -1.39 1.47 -0.08
O -1.38048 -0.19173 -0.24974 -0.11 -0.27 0.56
O 0.46094 0.95674 1.02978 -1.80 1.51 -0.95
H 0.00497 1.19103 -1.08426 0.14 0.56 0.56
H 1.25584 0.60383 1.42210 0.24 -0.93 -0.59
```
Forces are in eV/Å.

Total charge ... 0
Relative energy (zero: lowest compared OMol25 entry of this formula, charge and spin) ... 201.5 kJ/mol
HOMO energy ... -9.8 eV
SMILES string ... O=C1O[C@H]1O
LUMO energy ... 0.560 eV
Electronic energy ... -303.0536 a.u.



[2]
Entry from the OMol25 dataset: C2H2O3Rb as an isolated structure at a distorted geometry (wB97M-V/def2-TZVPD).

```
8
Properties=species:S:1:pos:R:3:forces:R:3
O -3.76997 4.62272 0.39789 0.62 -0.05 0.25
C -2.88222 3.80300 0.54406 -0.86 -0.15 -0.39
O 1.68756 -2.30299 0.22853 0.31 -0.10 -0.45
C 2.54464 -2.78418 -0.47990 -0.35 0.24 0.46
O -2.77984 2.59303 0.24598 0.81 -0.57 0.23
H 3.08511 -3.69733 -0.16989 -0.07 0.12 -0.12
H 2.82434 -2.32089 -1.44448 -0.04 -0.12 0.12
Rb -0.70962 0.08664 0.67781 -0.43 0.61 -0.10
```
Forces are in eV/Å.

Total charge ... 0
Relative energy (zero: lowest compared OMol25 entry of this formula, charge and spin) ... 18.7 kJ/mol
HOMO energy (spin up / spin down) ... -4.5 / -7.7 eV
LUMO energy (spin up / spin down) ... -0.943 / -1.043 eV
Multiplicity ... 2
Electronic energy ... -327.1349 a.u.



[3]
Entry from the OMol25 dataset: a 2-piece molecular cluster, C2H2O3S overall at a distorted geometry (wB97M-V/def2-TZVPD).

```
8
Properties=species:S:1:pos:R:3:forces:R:3
C 1.26964 -0.33587 -0.28461 0.67 0.25 0.08
C 2.55250 -0.58144 -0.39282 0.61 -1.72 0.14
O -3.66111 0.39241 1.67484 -0.83 -0.52 2.47
O 0.14752 -0.07964 -0.16524 -0.22 -0.11 -0.06
O -3.45455 1.61005 -0.39869 0.74 -1.56 0.64
S -3.08012 0.45068 0.40531 0.10 2.07 -3.11
H 2.92923 -1.64414 -0.30055 -0.74 1.44 -0.13
H 3.29688 0.18795 -0.53825 -0.33 0.14 -0.02
```
Forces are in eV/Å.

Total charge ... 0
Relative energy (zero: lowest compared OMol25 entry of this formula, charge and spin) ... 193.1 kJ/mol
HOMO energy ... -9.6 eV
LUMO energy ... -0.865 eV
Electronic energy ... -701.2669 a.u.



[4]
Entry from the OMol25 dataset: a 2-piece molecular cluster, C2H2O4S overall at a distorted geometry (wB97M-V/def2-TZVPD).

```
9
Properties=species:S:1:pos:R:3:forces:R:3
C -0.56490 0.38564 0.71204 0.68 -0.07 0.14
C -0.13058 -0.97499 0.03787 -0.65 1.30 0.90
O -1.58485 0.57486 1.31839 -0.31 -0.33 0.59
O -3.45307 1.01337 -0.51523 -0.26 -1.37 0.78
O 0.54378 -1.77419 0.62400 -0.28 0.31 -0.65
O -2.70198 -1.32378 -0.42268 -0.66 0.33 0.41
S -3.44708 -0.25154 0.20636 -0.13 0.75 -1.52
H 0.04713 1.28642 0.61970 0.89 -0.13 -0.34
H -0.60804 -0.99560 -0.95383 0.72 -0.80 -0.29
```
Forces are in eV/Å.

Total charge ... 0
Relative energy (zero: lowest compared OMol25 entry of this formula, charge and spin) ... 87.5 kJ/mol
HOMO energy ... -10.1 eV
LUMO energy ... -0.884 eV
Electronic energy ... -776.4879 a.u.



[5]
Entry from the OMol25 dataset: a 2-piece molecular cluster, C2H2OS overall at a distorted geometry (wB97M-V/def2-TZVPD).

```
6
Properties=species:S:1:pos:R:3:forces:R:3
C 2.11540 -0.87707 0.78613 2.27 0.17 -2.28
C -1.33022 0.34401 -0.15216 2.63 -1.67 -1.13
O 2.61886 -0.52380 -0.19272 -0.66 -1.04 2.21
S 0.08599 0.47733 0.64211 -2.76 0.83 -0.22
H -2.11302 1.04015 -0.13698 -1.13 0.90 0.36
H -1.37701 -0.46062 -0.94639 -0.35 0.81 1.06
```
Forces are in eV/Å.

Total charge ... 0
Relative energy (zero: lowest compared OMol25 entry of this formula, charge and spin) ... 83.2 kJ/mol
HOMO energy ... -8.9 eV
LUMO energy ... -0.777 eV
Electronic energy ... -550.7566 a.u.



[6]
Entry from the OMol25 dataset: a 2-piece molecular cluster, C2H2OS overall at a distorted geometry (wB97M-V/def2-TZVPD).

```
6
Properties=species:S:1:pos:R:3:forces:R:3
C 0.41591 -0.16583 -0.64781 0.23 -1.71 -0.34
C -0.30887 0.55749 0.38824 2.03 -3.03 2.29
O 1.57297 -0.34585 -0.97165 -1.34 1.12 0.36
S -1.30845 1.62303 0.88048 -0.51 0.82 -0.03
H -0.41062 -0.88565 -0.92536 0.45 0.05 -0.68
H 0.03907 -0.78319 1.27610 -0.87 2.75 -1.60
```
Forces are in eV/Å.

Total charge ... 0
Relative energy (zero: lowest compared OMol25 entry of this formula, charge and spin) ... 259.7 kJ/mol
HOMO energy ... -9.3 eV
LUMO energy ... -0.915 eV
Electronic energy ... -550.6893 a.u.



[7]
Entry from the OMol25 dataset: a single C2H2OS molecule at a distorted geometry (wB97M-V/def2-TZVPD).

```
6
Properties=species:S:1:pos:R:3:forces:R:3
C -0.04681 -0.07554 0.60917 -3.05 0.15 1.03
C 0.00427 0.08327 -0.79677 0.32 -0.93 2.28
O -1.00391 0.12100 -1.42268 -1.95 0.42 -2.38
S 1.15273 0.02171 1.67862 1.52 0.01 1.33
H -1.10328 -0.13278 1.04694 1.42 0.04 -0.54
H 0.99699 -0.01766 -1.11528 1.74 0.30 -1.72
```
Forces are in eV/Å.

Total charge ... 0
Relative energy (zero: lowest compared OMol25 entry of this formula, charge and spin) ... 0.0 kJ/mol
HOMO energy (spin up / spin down) ... -8.2 / -10.0 eV
LUMO energy (spin up / spin down) ... 0.810 / -3.099 eV
Multiplicity ... 3
Electronic energy ... -550.7215 a.u.



[8]
Entry from the OMol25 dataset: a single C2H2OS2 molecule at a distorted geometry (wB97M-V/def2-TZVPD).

```
7
Properties=species:S:1:pos:R:3:forces:R:3
C 0.21542 0.79259 -0.56205 2.11 -2.02 1.48
C -0.63129 -0.32997 -0.22287 -3.97 -1.16 -1.18
O -0.15496 1.75198 -1.14612 -0.20 1.45 -0.90
S 1.37029 -0.93840 1.83498 -0.97 -0.53 0.20
S -0.40435 -1.31266 1.05068 1.45 0.53 -0.25
H 1.23884 0.52148 -0.11320 -0.57 1.39 -0.92
H -1.63395 -0.48501 -0.84143 2.16 0.33 1.56
```
Forces are in eV/Å.

Total charge ... 0
Relative energy (zero: lowest compared OMol25 entry of this formula, charge and spin) ... 139.8 kJ/mol
HOMO energy (spin up / spin down) ... -9.2 / -9.2 eV
LUMO energy (spin up / spin down) ... -2.054 / -2.052 eV
Electronic energy ... -948.9518 a.u.



[9]
Entry from the OMol25 dataset: a 2-piece molecular cluster, C2H2OS2 overall at a distorted geometry (wB97M-V/def2-TZVPD).

```
7
Properties=species:S:1:pos:R:3:forces:R:3
C 3.23871 -0.72878 -0.33056 -0.34 4.95 0.48
C -1.31796 -1.16196 -0.82638 -0.20 1.66 3.22
O 3.18711 0.43039 -0.21838 0.22 -0.81 -0.09
S -0.49352 -1.55419 0.50304 0.03 -0.37 -0.79
S 3.22889 -2.21000 -0.47043 0.13 -4.14 -0.40
H -1.94669 -0.28839 -0.69954 -0.14 0.21 -0.39
H -1.41309 -1.62550 -1.73622 0.29 -1.50 -2.04
```
Forces are in eV/Å.

Total charge ... 0
Relative energy (zero: lowest compared OMol25 entry of this formula, charge and spin) ... 43.1 kJ/mol
HOMO energy ... -9.0 eV
SMILES string ... O=C=S.C=S
LUMO energy ... -0.510 eV
Electronic energy ... -948.9886 a.u.



[10]
Entry from the OMol25 dataset: a single C2H2S3 molecule at a distorted geometry (wB97M-V/def2-TZVPD).

```
7
Properties=species:S:1:pos:R:3:forces:R:3
C 0.08267 -0.68475 0.04804 -0.52 -0.42 3.12
C 0.25352 0.48432 -0.71463 0.82 5.45 -1.77
H -0.93116 0.58067 1.67198 0.62 -1.87 0.49
H 1.18789 0.43457 -1.48085 -2.57 0.12 1.74
S -0.44261 -0.78442 1.77632 -0.60 2.73 -1.87
S 0.49164 -1.96616 -0.74556 0.64 -3.14 -1.38
S -0.64195 1.93577 -0.55529 1.62 -2.88 -0.34
```
Forces are in eV/Å.

Total charge ... 0
Relative energy (zero: lowest compared OMol25 entry of this formula, charge and spin) ... 118.6 kJ/mol
HOMO energy ... -9.3 eV
SMILES string ... S=CC(=S)S
LUMO energy ... -2.105 eV
Electronic energy ... -1271.8894 a.u.